Record 1
Density functional theory data (the ωB97M-V functional and the def2-TZVPD basis) for a molecular structure, C9H9Cl5O3PS3SbSr.

Each line ends with the natural charge from an NBO analysis.
Positions of all 32 atoms, in Å:
Sr 0.337 0.968 0.732  1.6570
S -0.697 2.244 3.194  -0.7548
Sb -2.702 1.907 1.882  0.8518
S -2.342 -0.150 0.797  -1.0642
S -1.329 3.438 0.584  -0.8131
Cl 4.128 2.273 1.181  -0.0441
C 3.944 0.627 1.803  -0.0588
C 2.754 -0.019 1.549  -0.4941
C 2.670 -1.296 2.066  -0.0679
Cl 1.153 -2.165 1.790  -0.0308
C 3.682 -1.927 2.778  -0.1033
Cl 3.496 -3.535 3.390  0.0247
C 4.873 -1.234 2.987  -0.0919
Cl 6.172 -1.982 3.848  0.0283
C 5.011 0.062 2.495  -0.1050
Cl 6.494 0.924 2.741  0.0221
C 1.003 0.221 -4.207  -0.2634
O 1.709 1.357 -3.713  -0.8184
P 2.325 1.253 -2.215  1.5908
O 3.589 0.301 -2.547  -0.8226
C 4.181 -0.435 -1.466  -0.2674
O 3.021 2.713 -2.152  -0.8128
C 2.283 3.669 -1.369  -0.2395
H 0.973 0.307 -5.291  0.1926
H -0.017 0.204 -3.819  0.1855
H 1.509 -0.711 -3.945  0.1812
H 4.422 -1.430 -1.836  0.1832
H 3.500 -0.521 -0.617  0.2036
H 5.091 0.067 -1.138  0.1877
H 2.957 4.154 -0.667  0.1959
H 1.522 3.101 -0.839  0.1587
H 1.801 4.400 -2.015  0.1892

## Properties
Charge = -1
Energy = -4682.1388 a.u.
Strongest force on any atom = 0.7 eV/Å
<S²> = 0.76
Multiplicity = 2
Relative energy (zero: lowest compared OMol25 entry of this formula, charge and spin) = 0.4648 eV



Record 2
Density functional theory data (the ωB97M-V functional and the def2-TZVPD basis) for a molecular structure, C2H6OSSn in a non-equilibrium geometry.

Each line ends with the natural charge from an NBO analysis.
Positions of all 11 atoms, in Å:
Sn -1.618 -0.435 3.811  1.8170
C 0.426 -1.036 -1.321  -0.7715
S 0.617 -0.518 0.417  1.2146
O -0.521 -1.185 1.213  -1.0321
C 0.134 1.277 0.241  -0.8299
H 1.155 -0.412 -1.838  0.2755
H -0.561 -0.730 -1.667  0.2560
H 0.500 -2.116 -1.450  0.2871
H 0.956 1.984 0.129  0.2853
H -0.485 1.735 1.012  0.2331
H -0.602 1.436 -0.548  0.2650

## Properties
Charge = +2
Energy = -766.7183 a.u.
Strongest force on any atom = 2.5 eV/Å
Relative energy (zero: lowest compared OMol25 entry of this formula, charge and spin) = 0.6570 eV



Record 3
Density functional theory data (the ωB97M-V functional and the def2-TZVPD basis) for 8 unconnected molecules or ions with the total composition C23H61NO15 in a non-equilibrium geometry.

Each line ends with the Mulliken charge.
Positions of all 100 atoms, in Å:
C -5.784 1.499 0.090  -1.7375
C -4.492 1.885 -0.659  1.3283
C -4.562 3.352 -1.105  -1.7978
C -3.294 1.776 0.294  -1.1526
C -2.847 0.334 0.523  -0.5166
C -2.633 -0.408 -0.800  -1.2702
C -3.793 -0.299 -1.812  1.7269
C -3.232 -0.635 -3.193  -1.8504
C -4.840 -1.362 -1.401  -1.7214
N -4.281 1.073 -1.851  1.1762
O -5.353 1.195 -2.778  -0.6220
H -6.735 1.818 -0.337  0.3503
H -5.843 0.410 0.164  0.3108
H -5.804 1.836 1.131  0.3446
H -3.628 3.628 -1.603  0.1741
H -5.335 3.550 -1.848  0.4374
H -4.710 4.005 -0.244  0.3713
H -2.506 2.439 -0.070  0.2396
H -3.598 2.161 1.269  0.5847
H -1.900 0.176 1.042  0.4373
H -3.632 -0.156 1.105  0.2925
H -2.426 -1.468 -0.651  0.3091
H -1.756 0.044 -1.281  0.2715
H -2.703 0.227 -3.605  0.1899
H -4.126 -0.805 -3.802  0.4835
H -2.512 -1.445 -3.293  0.3288
H -4.911 -1.551 -0.333  0.0928
H -4.533 -2.298 -1.881  0.5250
H -5.810 -1.153 -1.859  0.3344
H -5.013 1.878 -3.367  0.3296
O 1.198 -1.004 1.427  0.0460
C 1.251 0.241 0.743  -0.1778
C 2.582 0.533 0.051  0.0428
O 2.934 -0.515 -0.812  -0.5302
H 1.029 -1.690 0.776  -0.1800
H 0.421 0.261 0.026  -0.4189
H 0.993 1.056 1.426  0.5966
H 3.288 0.766 0.862  -0.0337
H 2.445 1.468 -0.496  0.5212
H 2.799 -1.352 -0.351  0.2458
O 0.811 -4.063 2.442  -0.5072
C 1.182 -4.951 1.367  -0.6094
C 1.239 -4.221 0.056  -0.0399
O 2.470 -3.547 -0.190  -0.4119
H 1.428 -4.242 3.155  0.2825
H 2.171 -5.371 1.599  0.5465
H 0.559 -5.851 1.376  0.3044
H 0.398 -3.532 -0.055  -0.0821
H 1.077 -4.915 -0.780  0.3274
H 3.191 -4.137 0.051  0.2611
O 3.570 4.744 0.780  -0.5200
C 4.472 4.135 1.688  -0.5526
C 5.458 3.258 0.958  0.0379
O 6.316 3.932 0.061  -0.5578
H 3.087 5.429 1.247  0.2948
H 5.051 4.939 2.170  0.3556
H 3.991 3.571 2.494  0.3393
H 4.798 2.562 0.419  -0.1782
H 6.074 2.692 1.653  0.4097
H 5.826 4.107 -0.748  0.3784
O 1.848 0.072 4.284  -0.6364
C 2.241 -1.162 4.909  -0.3874
C 1.014 -1.991 5.243  0.0805
O 0.268 -1.388 6.292  -0.5575
H 1.681 -0.131 3.360  0.2594
H 2.860 -1.683 4.168  0.2463
H 2.833 -0.937 5.792  0.3016
H 1.386 -2.944 5.637  0.2706
H 0.367 -2.135 4.373  -0.0397
H 0.041 -0.499 5.988  0.3329
O 7.700 0.762 -3.801  -0.5389
C 6.428 0.665 -3.219  -0.8463
C 6.317 1.028 -1.767  0.5736
O 6.972 0.105 -0.910  -0.5686
H 8.194 -0.018 -3.531  0.3331
H 5.683 1.291 -3.722  0.3489
H 5.973 -0.326 -3.363  0.3594
H 5.265 1.128 -1.462  -0.1487
H 6.707 2.051 -1.653  0.1917
H 6.814 0.396 -0.008  0.2975
O -1.680 -3.138 1.553  -0.2797
C -2.395 -4.336 1.293  -0.0860
C -3.903 -4.084 1.351  -0.2115
O -4.615 -5.244 0.919  -0.5588
H -0.795 -3.372 1.885  0.0543
H -2.081 -4.689 0.310  0.1969
H -2.265 -5.042 2.122  0.3995
H -4.212 -3.251 0.721  -0.1709
H -4.191 -3.854 2.379  0.3380
H -4.543 -5.878 1.640  0.3540
O -0.424 1.739 -3.908  -0.5628
C -0.845 2.451 -2.763  1.0390
C -0.910 3.943 -2.914  -0.6756
O -1.658 4.269 -4.107  -0.5609
H -1.053 1.998 -4.598  0.3832
H -1.775 2.047 -2.334  -0.6467
H -0.171 2.172 -1.943  -0.1133
H 0.098 4.330 -3.099  0.4193
H -1.291 4.476 -2.042  0.3443
H -1.399 5.170 -4.317  0.3056

## Properties
Charge = 0
SMILES = CC1(C)CCCC(C)(C)N1O.OCCO.OCCO.OCCO.OCCO.OCCO.OCCO.OCCO
Energy = -2096.0908 a.u.
Strongest force on any atom = 1.9 eV/Å
Relative energy (zero: lowest compared OMol25 entry of this formula, charge and spin) = 1.2877 eV



Record 4
Density functional theory data (the ωB97M-V functional and the def2-TZVPD basis) for a molecular structure, C54H56Cl3Ge2IO3S4SeV in a non-equilibrium geometry.

Each line ends with the Mulliken spin population.
Positions of all 125 atoms, in Å:
V 4.232 0.015 -0.701  1.1979
Cl 6.212 -1.140 -7.820  0.0001
C 5.766 -0.893 -6.156  0.0026
C 5.061 0.244 -5.808  -0.0020
C 4.710 0.444 -4.485  0.0027
Cl 3.862 1.850 -4.004  -0.0011
C 5.048 -0.502 -3.487  -0.0098
O 4.699 -0.347 -2.228  0.0219
C 5.788 -1.625 -3.893  0.0046
Cl 6.231 -2.756 -2.672  0.0000
C 6.139 -1.831 -5.214  -0.0013
H 4.789 0.979 -6.551  0.0000
H 6.697 -2.712 -5.495  -0.0002
C 2.721 6.058 2.286  0.0004
C 2.248 4.756 2.868  0.0005
C 3.135 3.711 3.089  -0.0075
C 2.705 2.481 3.566  0.0032
C 3.720 1.413 3.879  -0.0034
C 1.335 2.283 3.801  0.0034
C 0.439 3.346 3.653  -0.0001
C -1.025 3.205 3.991  -0.0001
C 0.911 4.565 3.184  0.0002
C 0.874 0.947 4.274  -0.0076
C 0.816 0.741 5.652  0.0008
C 0.461 -0.489 6.180  0.0001
C 0.181 -1.540 5.327  -0.0005
C 0.236 -1.365 3.947  0.0118
C 0.548 -0.115 3.408  -0.0066
Ge 0.563 0.114 1.413  -0.0013
S 2.635 0.246 0.770  -0.0480
S -0.474 -1.479 0.154  0.0061
Ge -0.909 0.390 -1.194  0.0019
S 0.663 0.871 -2.516  0.0107
S -0.769 1.759 0.661  0.0054
C -2.770 0.248 -1.993  0.0001
C -3.941 0.651 -1.330  0.0015
C -5.165 0.629 -2.001  0.0000
C -5.258 0.198 -3.311  0.0000
C -4.115 -0.229 -3.962  0.0001
C -2.879 -0.202 -3.323  -0.0004
C -1.709 -0.701 -4.103  -0.0004
C -1.205 -1.981 -3.864  0.0003
C -1.836 -2.877 -2.830  -0.0006
C -0.095 -2.413 -4.582  -0.0003
C 0.515 -1.607 -5.529  0.0001
C 1.763 -2.050 -6.246  -0.0001
C -0.032 -0.356 -5.788  0.0001
C -1.134 0.110 -5.089  0.0008
C -1.634 1.509 -5.318  -0.0001
C -4.019 1.091 0.094  0.0027
C -4.049 2.452 0.405  0.0001
C -3.825 3.499 -0.655  0.0001
C -4.224 2.845 1.726  -0.0012
C -4.383 1.918 2.742  0.0002
C -4.519 2.343 4.181  0.0001
C -4.390 0.569 2.408  -0.0013
C -4.204 0.137 1.102  0.0009
C -4.166 -1.337 0.800  -0.0003
C 0.027 -2.559 3.079  -0.0025
C -1.264 -3.023 2.816  0.0001
C -2.452 -2.269 3.347  0.0001
C -1.437 -4.169 2.052  0.0005
C -0.350 -4.865 1.542  0.0000
C -0.540 -6.107 0.711  0.0000
C 0.926 -4.391 1.812  -0.0009
C 1.139 -3.248 2.574  0.0016
C 2.541 -2.768 2.830  -0.0176
H 3.810 6.101 2.274  -0.0002
H 2.332 6.910 2.848  0.0000
H 2.372 6.126 1.254  0.0000
H 4.185 3.840 2.850  -0.0004
H 4.643 1.593 3.327  -0.0001
H 3.359 0.420 3.618  0.0032
H 3.941 1.410 4.953  0.0002
H -1.234 2.260 4.490  0.0000
H -1.625 3.240 3.081  0.0001
H -1.344 4.025 4.640  0.0000
H 0.203 5.377 3.038  0.0000
H 1.070 1.568 6.305  0.0001
H 0.429 -0.635 7.254  0.0000
H -0.063 -2.521 5.719  0.0000
H -6.052 0.955 -1.470  0.0000
H -6.219 0.185 -3.812  0.0000
H -4.175 -0.598 -4.980  0.0000
H -2.925 -2.846 -2.898  0.0000
H -1.561 -2.559 -1.821  0.0002
H -1.504 -3.908 -2.957  0.0000
H 0.316 -3.395 -4.375  0.0000
H 1.979 -3.099 -6.046  0.0000
H 2.615 -1.455 -5.904  -0.0001
H 1.669 -1.910 -7.325  0.0000
H 0.440 0.290 -6.522  0.0000
H -1.125 1.967 -6.166  0.0001
H -1.424 2.110 -4.429  0.0002
H -2.711 1.533 -5.493  0.0000
H -4.165 3.163 -1.633  -0.0001
H -2.754 3.709 -0.728  -0.0001
H -4.337 4.427 -0.395  0.0000
H -4.224 3.905 1.961  0.0000
H -4.525 3.429 4.269  0.0000
H -3.680 1.958 4.765  0.0000
H -5.439 1.952 4.621  0.0000
H -4.549 -0.167 3.190  0.0000
H -4.657 -1.908 1.590  0.0000
H -3.126 -1.671 0.738  0.0001
H -4.644 -1.565 -0.153  -0.0001
H -2.369 -1.210 3.097  0.0000
H -2.512 -2.348 4.436  0.0000
H -3.376 -2.657 2.917  0.0001
H -2.444 -4.513 1.837  0.0000
H -1.568 -6.465 0.768  0.0000
H 0.126 -6.902 1.051  0.0000
H -0.305 -5.903 -0.336  0.0000
H 1.787 -4.920 1.415  0.0002
H 3.259 -3.585 2.756  -0.0022
H 2.635 -2.300 3.810  0.0007
H 2.830 -2.020 2.085  0.0172
O 2.530 -1.908 -1.712  0.0029
H 1.973 -2.294 -1.024  0.0005
H 1.970 -1.204 -2.100  0.0006
O 2.380 3.439 -1.081  -0.0007
H 3.252 3.062 -0.865  0.0019
H 1.820 2.678 -1.308  -0.0009
I 5.598 -1.667 0.757  -0.0203
Se 5.547 1.830 -0.353  -0.1709

## Properties
Charge = -2
Energy = -13087.7744 a.u.
Strongest force on any atom = 5.6 eV/Å
<S²> = 0.80
Multiplicity = 2



Record 5
Density functional theory data (the ωB97M-V functional and the def2-TZVPD basis) for C11H12OS2 in the gas phase in a non-equilibrium geometry.

Each line ends with the natural charge from an NBO analysis.
Positions of all 26 atoms, in Å:
C 1.894 -3.087 -0.116  -0.6475
C 1.487 -1.692 -0.403  0.1426
O 1.163 -1.081 -1.704  -0.4842
C 0.223 -1.090 -0.658  0.2853
C -0.876 -0.390 -0.260  -0.1312
C -1.311 -0.266 1.210  -0.1899
C -2.363 0.494 1.494  -0.2077
C -3.158 1.159 0.478  -0.2210
C -2.633 1.342 -0.738  -0.1744
C -1.318 0.762 -1.019  -0.3126
S -0.188 2.294 -0.486  0.1487
C 1.437 1.542 -0.695  -0.6223
C 1.795 1.009 0.706  -0.5261
S 2.616 -0.643 0.713  0.1325
H 1.253 -3.675 -0.727  0.2313
H 1.800 -3.095 0.927  0.2461
H 2.965 -3.223 -0.409  0.2342
H -0.635 -0.627 1.950  0.2179
H -2.836 0.600 2.453  0.2181
H -4.056 1.703 0.576  0.2160
H -3.206 1.925 -1.328  0.2147
H -0.995 0.650 -2.051  0.2471
H 2.172 2.260 -1.137  0.2443
H 1.439 0.654 -1.394  0.2773
H 2.445 1.609 1.293  0.2304
H 0.887 0.869 1.326  0.2305

## Properties
Charge = 0
SMILES = C[C@@]12O/C1=C1/C=CC=C[C@H]1SCCS2
Energy = -1297.8054 a.u.
Strongest force on any atom = 3.4 eV/Å
Relative energy (zero: lowest compared OMol25 entry of this formula, charge and spin) = 5.0761 eV



Record 6
Density functional theory data (the ωB97M-V functional and the def2-TZVPD basis) for 2 unconnected molecules or ions with the total composition C4H7N2S in a non-equilibrium geometry.

Each line ends with the natural charge from an NBO analysis.
Positions of all 14 atoms, in Å:
C -1.319 -3.647 1.149  0.1216
C 0.167 -1.674 1.314  0.1477
C -0.287 2.455 -0.478  -0.6961
C 0.967 2.007 -1.200  0.2051
N -0.437 -2.745 1.101  -0.4010
N 1.376 0.765 -1.237  -0.6679
S 0.889 -0.291 1.038  0.5168
H -0.986 -4.636 0.773  0.2354
H -0.869 3.270 -1.023  0.2542
H -0.980 1.677 -0.371  0.2236
H -0.001 2.764 0.507  0.2452
H 1.386 2.891 -1.605  0.1879
H -2.319 -3.467 1.616  0.2345
H 2.413 0.633 -1.585  0.3930

## Properties
Charge = +1
Energy = -663.9354 a.u.
Strongest force on any atom = 2.9 eV/Å
Relative energy (zero: lowest compared OMol25 entry of this formula, charge and spin) = 3.7907 eV